No. 1
C41H31AsIrN2OS5 as an isolated structure at a distorted geometry. Source: OMol25; level of theory: wB97M-V/def2-TZVPD.

## Properties
- <S²> = 0.765
- HOMO level (alpha / beta) (eV) = -13.17 / -13.17
- charge = +2
- gap between HOMO and LUMO (alpha / beta) (eV) = 5.586 / 4.501
- LUMO level (alpha / beta) (eV) = -7.58 / -8.67
- multiplicity = 2

```
82
C41H31AsIrN2OS5 | OMol25 | wB97M-V/def2-TZVPD
Ir -0.01054 0.52717 0.22883
S -0.25872 0.41152 2.55243
C -0.09101 2.03366 3.13673
C 0.18960 2.19838 4.50018
C 0.39164 3.46730 5.01082
C 0.30780 4.57570 4.17345
C -0.00024 4.41008 2.82313
C -0.22021 3.14828 2.30809
As -0.68073 2.86074 0.46725
C -2.59384 2.84986 0.36770
C -3.37671 2.55195 1.47628
C -4.75491 2.50878 1.33994
C -5.34404 2.72010 0.10110
C -4.55647 2.98598 -1.01267
C -3.18044 3.05508 -0.87923
C -0.16063 4.49891 -0.39437
C 1.15364 4.65074 -0.83329
C 1.55582 5.85322 -1.38884
C 0.64628 6.89623 -1.51353
C -0.66582 6.73548 -1.08636
C -1.07763 5.53647 -0.52412
H 0.25319 1.32627 5.13928
H 0.61944 3.59232 6.06034
H 0.47030 5.56894 4.56915
H -0.07022 5.27609 2.17697
H -2.91464 2.36862 2.43922
H -5.36968 2.32176 2.21039
H -6.42080 2.68670 0.00494
H -5.01112 3.14447 -1.98112
H -2.56334 3.28884 -1.73966
H 1.85718 3.83179 -0.73125
H 2.57453 5.97943 -1.72939
H 0.95945 7.83726 -1.94505
H -1.37645 7.54390 -1.19130
H -2.09690 5.41668 -0.18223
S 6.58208 -0.14068 -0.25692
C 4.79948 -0.16442 -0.21314
C 4.11103 -0.73175 0.85595
C 2.73617 -0.66498 0.87812
N 2.02151 -0.06894 -0.10007
C 2.68942 0.44371 -1.15374
C 4.06234 0.41855 -1.24270
C 6.78282 -1.79081 -0.94332
C 6.82680 -1.95578 -2.31785
C 6.95137 -3.25215 -2.80686
N 7.02589 -4.31058 -2.00886
C 7.01509 -4.14002 -0.69241
C 6.89541 -2.88565 -0.10268
H 4.64060 -1.20496 1.67069
H 2.17527 -1.09050 1.69856
H 2.08961 0.88191 -1.94301
H 4.56008 0.85174 -2.09866
H 6.77632 -1.10920 -2.98895
H 6.98756 -3.44361 -3.87264
H 7.10110 -5.03386 -0.08612
H 6.90253 -2.77283 0.97296
O -1.88402 0.13808 -0.15689
C -2.19311 -0.67008 -1.24413
C -3.68658 -0.59648 -1.47921
C -4.63800 -0.79099 -0.52067
C -5.95599 -0.76353 -1.04423
C -5.97110 -0.54611 -2.38690
S -4.40081 -0.34717 -3.02594
C -1.37039 -0.23246 -2.44730
C -0.65591 0.93523 -2.56208
C 0.01382 1.05558 -3.81543
C -0.20326 -0.02311 -4.60729
S -1.20304 -1.19771 -3.85374
C -1.79227 -2.12153 -0.95581
C -0.55652 -2.53115 -0.54321
C -0.47718 -3.93447 -0.34750
C -1.65560 -4.55242 -0.62677
S -2.86580 -3.44581 -1.10865
H -4.39760 -0.96068 0.51972
H -6.84692 -0.91655 -0.45274
H -6.82855 -0.49825 -3.03945
H -0.64160 1.70407 -1.79415
H 0.60177 1.91318 -4.10964
H 0.14683 -0.19368 -5.61333
H 0.27403 -1.84389 -0.37841
H 0.41129 -4.46206 -0.03216
H -1.88291 -5.60477 -0.56696
```


No. 2
C41H32IrN6S5 as an isolated structure. Source: OMol25; level of theory: wB97M-V/def2-TZVPD.

## Properties
- <S²> = 8.804
- HOMO level (alpha / beta) (eV) = -12.06 / -12.11
- charge = +2
- gap between HOMO and LUMO (alpha / beta) (eV) = 7.276 / 3.883
- LUMO level (alpha / beta) (eV) = -4.78 / -8.22
- multiplicity = 6

```
85
C41H32IrN6S5 | OMol25 | wB97M-V/def2-TZVPD
Ir 0.68304 0.30519 -2.01436
S 0.88540 -1.55887 -3.58086
C -0.59277 -1.56595 -4.45863
C -0.91972 -2.73498 -5.16537
C -2.16337 -2.87990 -5.75445
C -3.08996 -1.85130 -5.67681
C -2.76345 -0.65843 -5.03029
C -1.52524 -0.50274 -4.44067
S -1.14935 1.06895 -3.69166
C -0.29927 1.94957 -5.03649
C 1.15082 2.27079 -4.79859
C 1.72215 3.35236 -5.46044
C 3.07509 3.58706 -5.30754
C 3.82442 2.72653 -4.51797
C 3.18277 1.67286 -3.89182
C 3.95539 0.66363 -3.09733
S 3.20468 0.20285 -1.51617
C 3.44560 1.67553 -0.54628
C 4.60896 1.77519 0.18770
C 4.87019 2.91705 0.94699
C 3.96839 3.97161 0.95978
C 2.79830 3.88385 0.23072
C 2.49192 2.72509 -0.51031
S 0.95370 2.66071 -1.25577
N 1.86632 1.47140 -4.01357
H -0.19069 -3.53331 -5.21667
H -2.40836 -3.79526 -6.27549
H -4.06350 -1.95784 -6.13598
H -3.47743 0.15469 -5.00517
H -0.86076 2.86470 -5.21809
H -0.39496 1.32936 -5.92915
H 1.11190 3.99288 -6.08263
H 3.54509 4.42632 -5.80252
H 4.88912 2.86871 -4.39340
H 4.97408 0.99589 -2.90737
H 4.01383 -0.27584 -3.65351
H 5.32666 0.96492 0.17176
H 5.78693 2.97603 1.51804
H 4.17794 4.86053 1.53862
H 2.08592 4.69848 0.23216
N 0.47449 0.21715 5.54559
C 1.00394 -0.11886 6.77284
C 0.61967 0.18377 8.07659
C 1.40654 -0.33711 9.08071
C 2.53525 -1.13251 8.80560
C 2.90917 -1.43056 7.51546
C 2.12402 -0.91250 6.48109
N 2.25845 -1.05440 5.11666
C 1.26934 -0.37680 4.59939
C 1.06295 -0.27073 3.15958
C 0.14671 0.59711 2.56752
C 0.05351 0.64325 1.19077
N 0.80198 -0.10851 0.37966
C 1.65933 -0.96828 0.94997
C 1.82387 -1.07820 2.31221
H -0.36033 0.75351 5.39158
H -0.24732 0.79245 8.29616
H 1.15209 -0.13175 10.11171
H 3.11497 -1.51581 9.63409
H 3.77147 -2.04484 7.29618
H -0.48704 1.24938 3.15286
H -0.65259 1.31287 0.71530
H 2.22696 -1.60157 0.28027
H 2.52910 -1.77988 2.73415
S -5.20080 -3.16357 -0.68292
C -3.69659 -2.24187 -0.89793
C -2.47920 -2.90161 -1.01821
C -1.32870 -2.16079 -1.21737
N -1.32653 -0.82865 -1.30186
C -2.49720 -0.19370 -1.15838
C -3.69375 -0.85176 -0.96486
C -5.63645 -2.51887 0.92614
C -6.56887 -1.50073 1.05471
C -6.85831 -1.03501 2.33216
N -6.28802 -1.51557 3.43051
C -5.41329 -2.50688 3.29545
C -5.05439 -3.04803 2.06841
H -2.42667 -3.97945 -0.94942
H -0.36701 -2.65222 -1.29657
H -2.47101 0.88838 -1.20633
H -4.61143 -0.28883 -0.86233
H -7.07083 -1.08696 0.19032
H -7.58343 -0.24137 2.47151
H -4.97821 -2.89470 4.20954
H -4.34565 -3.86327 2.01109
```


No. 3
C41H33CeN9O2S3 as an isolated structure at a distorted geometry. Source: OMol25; level of theory: wB97M-V/def2-TZVPD.

## Properties
- <S²> = 0.751
- HOMO level (alpha / beta) (eV) = -9.59 / -9.59
- charge = +1
- gap between HOMO and LUMO (alpha / beta) (eV) = 6.368 / 6.368
- LUMO level (alpha / beta) (eV) = -3.22 / -3.22
- multiplicity = 2

```
89
C41H33CeN9O2S3 | OMol25 | wB97M-V/def2-TZVPD
Ce 12.60020 9.78140 12.82473
C 12.71284 12.67916 14.35628
O 12.11353 11.40206 14.69916
C 10.87368 11.49617 15.32555
C 10.86030 11.59627 16.73074
C 9.65223 11.70221 17.39206
C 8.46754 11.76373 16.64628
C 8.47607 11.63804 15.28115
C 9.68460 11.51092 14.56841
N 9.47972 11.47319 13.12927
N 10.41606 11.13439 12.38868
C 10.20407 11.08537 10.97213
C 11.44700 10.96629 10.28838
O 12.58744 11.06664 10.91731
C 11.45153 10.61573 8.89969
C 10.33341 10.29167 8.23666
C 9.05038 10.42067 8.88885
C 7.88574 10.22035 8.14559
C 6.65156 10.39700 8.66305
C 6.55324 10.73865 10.03028
C 7.68418 10.95429 10.78066
C 8.98135 10.89972 10.23248
H 13.07140 13.19006 15.26677
H 11.93920 13.29181 13.87271
H 13.57248 12.47456 13.64806
H 11.83159 11.65887 17.25852
H 9.52033 11.85926 18.43244
H 7.57248 11.92000 17.19156
H 7.57379 11.66465 14.69684
H 12.43515 10.56378 8.40423
H 10.34024 9.98258 7.16813
H 8.05851 9.95590 7.10732
H 5.82635 10.25301 7.99028
H 5.59661 10.77416 10.45531
H 7.54457 11.25419 11.83732
C 15.95854 10.17172 11.58511
N 14.81605 9.35231 11.30448
C 14.97992 7.89592 11.32145
C 13.65335 7.32397 10.89596
N 12.54505 8.03630 10.88002
C 11.57436 7.23436 10.28061
C 10.22413 7.49817 9.95150
C 9.58044 6.49014 9.27853
C 10.20285 5.28568 8.91328
C 11.48577 4.94900 9.26128
C 12.12376 5.99192 9.93732
N 13.41010 6.07150 10.42759
C 16.03229 10.31002 13.09177
N 14.94964 10.19245 13.81369
C 15.37394 10.24032 15.11398
C 14.61666 10.18127 16.28137
C 15.27430 10.42764 17.45484
C 16.63944 10.65042 17.51510
C 17.40498 10.62980 16.35035
C 16.73109 10.45595 15.16834
N 17.13749 10.48082 13.83520
H 15.81881 11.15060 11.13662
H 16.85386 9.76956 11.13574
H 14.32865 9.63188 10.46494
H 15.21357 7.60037 12.34247
H 15.73114 7.52570 10.64553
H 9.77703 8.45908 10.31962
H 8.54749 6.66023 9.01220
H 9.64020 4.46530 8.44092
H 11.91893 4.01064 8.98846
H 14.07185 5.36954 10.21334
H 13.59828 9.87196 16.22740
H 14.65076 10.35362 18.33954
H 17.12059 10.77955 18.46754
H 18.45992 10.76954 16.26560
H 18.07365 10.52044 13.42438
S 7.79886 5.04379 15.02055
C 9.13254 5.97894 15.03775
S 10.51497 5.76728 13.98873
C 11.31577 7.11378 14.79858
N 10.64164 7.66947 15.74402
N 9.42966 7.02594 15.88518
C 8.65475 7.31668 17.10600
C 7.88202 8.48324 17.15559
C 7.22676 8.79373 18.34673
C 7.31099 7.91606 19.42161
C 8.03098 6.73797 19.32125
C 8.74489 6.47422 18.16522
S 12.99565 7.46858 14.38092
H 7.83737 9.11218 16.23386
H 6.56800 9.63061 18.38062
H 6.72327 8.13912 20.30620
H 8.01414 5.97936 20.09955
H 9.35444 5.56879 18.06750
```


No. 4
C41H33ClMgN6O2S as an isolated structure at a distorted geometry. Source: OMol25; level of theory: wB97M-V/def2-TZVPD.

## Properties
- HOMO level (eV) = -6.37
- gap between HOMO and LUMO (eV) = 6.691
- LUMO level (eV) = 0.32
- multiplicity = 1

```
85
C41H33ClMgN6O2S | OMol25 | wB97M-V/def2-TZVPD
Mg 0.41928 -0.00910 0.31494
C -1.55066 0.27072 4.26564
C -1.02299 0.60244 3.00994
N -0.32041 -0.23671 2.29218
C -0.08759 -1.47151 2.76331
C -0.56020 -1.90379 4.02907
C -1.31898 -0.97831 4.77527
C -0.23270 -3.19701 4.48105
C 0.53469 -4.01698 3.68776
C 1.00899 -3.60918 2.44155
C 0.73659 -2.32990 1.95068
N 1.23899 -1.72069 0.87634
C 2.15759 -2.14417 -0.00487
C 2.37875 -3.40797 -0.54834
C 3.46929 -3.63914 -1.39351
C 4.36911 -2.64948 -1.70750
C 4.13454 -1.33071 -1.26612
C 4.95967 -0.22671 -1.57176
C 4.58581 1.02706 -1.16459
C 3.37850 1.18065 -0.46377
N 2.61985 0.17182 -0.12048
C 2.98778 -1.06863 -0.47701
H -2.12122 1.00104 4.81988
H -1.19053 1.57894 2.58359
H -1.69899 -1.27011 5.74518
H -0.56716 -3.52006 5.45624
H 0.79380 -5.00554 4.04429
H 1.64544 -4.27103 1.87431
H 1.69204 -4.21524 -0.33126
H 3.61574 -4.63655 -1.79019
H 5.25818 -2.86661 -2.28251
H 5.87753 -0.37666 -2.12489
H 5.19677 1.89354 -1.37817
H 3.02192 2.15981 -0.17863
Cl -1.14066 7.39665 -0.25728
C -0.75752 5.71734 -0.03355
C 0.56628 5.33676 0.21080
C 0.86821 4.01717 0.39660
C -0.11176 2.97975 0.33301
O 0.22917 1.76661 0.47495
C -1.46418 3.41281 0.10470
C -2.57464 2.49745 0.05748
O -2.56546 1.28585 0.18472
C -1.75005 4.77730 -0.07428
H 1.33558 6.09430 0.25704
H 1.88366 3.72147 0.61654
H -3.54859 3.00817 -0.11849
H -2.77591 5.07807 -0.24163
C 0.19009 -1.65427 -4.97314
N 0.21574 -0.69883 -3.89562
C -0.09262 0.63342 -3.95908
C 0.06084 1.11864 -2.69155
N 0.45340 0.11234 -1.86869
C 0.53493 -0.96090 -2.61180
H 0.02335 -1.13507 -5.91417
H -0.60930 -2.38388 -4.82274
H 1.13981 -2.18751 -5.02495
H -0.37671 1.11172 -4.87617
H -0.09082 2.11465 -2.32056
H 0.81011 -1.93706 -2.25778
N -1.26942 -1.17190 -0.30635
S -1.70060 -2.61010 0.07914
C -3.12639 -2.57544 1.20919
C -3.04486 -3.32492 2.36955
C -4.12420 -3.35563 3.23882
C -5.26367 -2.62217 2.95156
C -5.32789 -1.86174 1.79260
C -4.26121 -1.84123 0.91039
C -2.71984 -3.25108 -1.31274
C -2.84753 -2.52577 -2.48224
C -3.64172 -3.01706 -3.50983
C -4.29467 -4.23168 -3.36312
C -4.13933 -4.96508 -2.19500
C -3.35005 -4.47577 -1.16842
H -2.02721 -0.50555 -0.40326
H -2.13869 -3.87248 2.58581
H -4.07567 -3.95736 4.13547
H -6.09534 -2.63491 3.64330
H -6.21661 -1.28894 1.57169
H -4.31913 -1.26535 -0.00366
H -2.33643 -1.57414 -2.56773
H -3.75797 -2.44893 -4.42360
H -4.93714 -4.60067 -4.15145
H -4.63703 -5.91702 -2.07913
H -3.22865 -5.02256 -0.24377
```